C27H21Br2CoN2O6 | the ωB97M-V functional and the def2-TZVPD basis

Geometry as XYZ:
```
59
Properties=species:S:1:pos:R:3:nbo_charge:R:1
Co -0.27 0.87 -0.76 1.179
O -3.51 0.89 -3.09 -0.721
C -2.65 0.95 -2.00 0.742
O -1.38 0.94 -2.34 -0.839
C -3.05 -0.17 -1.05 -0.127
O -2.16 -0.14 0.07 -0.581
C -2.67 0.53 1.21 -0.109
C -2.54 2.06 1.21 0.307
O -3.18 2.62 2.14 -0.731
O -1.02 2.71 -0.29 -0.566
H -3.10 1.45 -3.76 0.481
H -2.89 -1.12 -1.57 0.195
H -4.08 -0.08 -0.72 0.189
H -2.12 0.15 2.07 0.199
H -3.73 0.30 1.34 0.190
C 2.00 0.10 1.94 -0.656
C 1.06 1.26 1.99 0.273
C 1.18 2.26 3.04 -0.272
C 0.47 3.40 2.98 -0.139
C -0.51 3.61 1.95 -0.061
C -1.27 4.73 1.82 -0.037
Br -0.99 6.20 3.01 0.008
C -2.31 5.03 0.84 -0.289
C -2.86 4.21 -0.05 -0.036
Br -4.22 4.90 -1.17 0.064
C -2.49 2.75 -0.22 0.473
O -3.08 2.25 -1.34 -0.592
C -0.78 2.45 1.10 0.235
N 0.18 1.40 1.07 -0.483
H 2.72 0.13 2.75 0.206
H 2.53 0.09 0.98 0.247
H 1.44 -0.84 1.99 0.247
H 1.92 2.10 3.81 0.210
H 0.64 4.19 3.70 0.224
H -2.68 6.05 0.88 0.232
N 0.92 -0.40 -1.30 -0.679
C 1.32 -1.58 -1.17 0.141
C 0.79 -2.55 -0.15 -0.104
C -0.57 -2.62 0.12 -0.125
C -1.05 -3.41 1.15 -0.234
C -0.18 -4.16 1.93 -0.228
C 1.19 -4.10 1.66 -0.229
C 1.66 -3.31 0.63 -0.212
C 2.48 -2.07 -2.01 0.015
C 3.37 -1.14 -2.53 -0.200
C 4.42 -1.54 -3.34 -0.222
C 4.58 -2.88 -3.66 -0.235
C 3.68 -3.81 -3.16 -0.210
C 2.64 -3.41 -2.34 -0.243
H -1.25 -2.01 -0.46 0.227
H -2.12 -3.44 1.35 0.207
H -0.55 -4.77 2.73 0.203
H 1.88 -4.67 2.27 0.203
H 2.73 -3.27 0.43 0.214
H 3.21 -0.09 -2.29 0.232
H 5.11 -0.81 -3.73 0.203
H 5.39 -3.20 -4.30 0.201
H 3.79 -4.86 -3.42 0.200
H 1.94 -4.14 -1.96 0.216
```

Net charge = -1
Spin multiplicity = 2
HOMO-LUMO gap (spin up / spin down) = 6.357 / 6.358 eV
Expectation value of S² = 0.770
HOMO level (spin up / spin down) = -4.58 / -4.58 eV
Energy above the lowest of the compared OMol25 structures with the same formula, charge and spin = 93.41 kcal/mol

C39H64BBr3N4O7S | the ωB97M-V functional and the def2-TZVPD basis

Geometry as XYZ:
```
119
Properties=species:S:1:pos:R:3:lowdin_charge:R:1
C -4.79 5.61 -1.78 -0.107
C -4.00 6.77 -1.16 -0.255
C -2.48 6.49 -1.19 -0.187
C -1.71 7.12 -0.03 -0.200
N -1.51 6.25 1.14 0.034
C -0.78 5.06 0.83 -0.183
C -1.52 3.87 0.74 -0.177
C -3.01 3.91 1.04 -0.112
C -3.19 4.06 2.57 -0.196
O -4.04 3.04 3.06 -0.143
C -4.49 3.27 4.37 -0.291
C -3.65 2.57 5.42 -0.076
C -0.86 2.70 0.38 -0.338
C 0.51 2.66 0.13 -0.177
C 1.23 3.85 0.26 -0.162
C 2.72 3.86 -0.01 -0.158
C 3.62 3.97 1.26 -0.663
C 4.87 3.11 1.08 -0.153
Br 2.69 3.33 2.87 0.762
C 0.60 5.06 0.62 0.011
B 1.42 6.41 0.77 -0.545
O 2.16 6.83 -0.36 0.117
N 1.48 7.27 1.94 -0.069
C 0.85 8.58 1.76 -0.074
C 1.08 6.63 3.20 -0.084
N 1.22 1.50 -0.28 -0.094
O 1.38 1.47 -1.70 0.026
C 0.74 0.26 0.21 -0.210
C 1.68 -0.76 0.38 0.064
C 1.32 -2.02 0.81 -0.244
N 2.26 -3.06 0.93 0.145
C 3.25 -2.89 1.72 -0.367
C 4.61 -3.30 1.24 -0.031
C 3.14 -2.34 3.13 -0.012
C -0.04 -2.27 1.07 -0.285
C -0.46 -3.63 1.48 -0.699
Br -0.49 -4.09 3.33 0.799
C -0.80 -4.55 0.59 -0.721
C -1.26 -5.94 0.92 -0.161
Br -0.76 -4.09 -1.27 0.810
C -1.00 -1.27 0.92 -0.049
C -0.59 -0.02 0.48 -0.420
S -1.83 1.22 0.24 1.096
H -5.84 5.60 -1.48 0.070
H -4.36 4.68 -1.42 0.054
H -4.71 5.62 -2.86 0.074
H -4.31 6.99 -0.13 0.102
H -4.20 7.65 -1.77 0.100
H -2.30 5.42 -1.32 0.104
H -2.10 6.96 -2.10 0.112
H -0.76 7.50 -0.45 0.091
H -2.26 8.01 0.28 0.123
H -1.06 6.80 1.85 0.080
H -3.51 3.00 0.73 0.078
H -3.40 4.81 0.59 0.080
H -3.57 5.05 2.84 0.117
H -2.22 3.97 3.06 0.126
H -4.61 4.34 4.61 0.114
H -5.50 2.84 4.43 0.115
H -4.04 2.70 6.42 0.072
H -2.63 2.96 5.42 0.069
H -3.62 1.50 5.22 0.075
H 3.03 2.95 -0.50 0.089
H 2.93 4.68 -0.69 0.117
H 3.86 5.02 1.39 0.092
H 5.43 3.09 2.01 0.063
H 5.44 3.54 0.26 0.088
H 4.55 2.10 0.82 0.068
H 1.71 7.53 -0.83 0.094
H 1.56 9.37 2.00 0.089
H 0.51 8.77 0.74 0.069
H 0.00 8.73 2.43 0.089
H 1.85 5.97 3.59 0.038
H 0.14 6.07 3.16 0.079
H 0.93 7.41 3.94 0.088
H 2.29 1.18 -1.82 0.094
H 2.72 -0.56 0.15 0.126
H 4.48 -4.17 0.59 0.082
H 5.08 -2.50 0.68 0.085
H 5.24 -3.64 2.06 0.070
H 3.23 -1.26 3.20 0.088
H 2.24 -2.72 3.59 0.048
H 3.98 -2.75 3.69 0.073
H -0.63 -6.40 1.67 0.058
H -2.29 -5.89 1.26 0.088
H -1.27 -6.59 0.04 0.049
H -2.03 -1.52 1.12 0.126
C -0.15 -2.65 -8.04 -0.113
O 0.98 -3.23 -7.43 -0.190
C 1.34 -2.60 -6.21 -0.205
C 0.92 -3.41 -5.01 -0.209
O -0.50 -3.44 -4.88 -0.214
C -1.07 -4.67 -5.30 -0.116
H -0.44 -3.29 -8.88 0.088
H -0.99 -2.58 -7.35 0.084
H 0.09 -1.65 -8.43 0.088
H 0.92 -1.59 -6.16 0.127
H 2.44 -2.51 -6.21 0.124
H 1.31 -2.94 -4.11 0.122
H 1.32 -4.43 -5.07 0.128
H -0.82 -5.47 -4.60 0.081
H -0.74 -4.94 -6.31 0.085
H -2.15 -4.54 -5.30 0.090
C 1.38 -11.52 1.30 -0.112
O 0.97 -11.86 -0.01 -0.189
C -0.39 -11.56 -0.27 -0.206
C -0.53 -10.30 -1.10 -0.204
O -0.14 -9.15 -0.37 -0.203
C 1.13 -8.66 -0.74 -0.107
H 2.46 -11.65 1.36 0.088
H 1.13 -10.49 1.55 0.083
H 0.91 -12.19 2.03 0.088
H -0.95 -11.46 0.66 0.126
H -0.80 -12.40 -0.83 0.125
H -1.59 -10.18 -1.37 0.126
H 0.04 -10.39 -2.03 0.127
H 1.09 -8.22 -1.74 0.090
H 1.90 -9.44 -0.72 0.085
H 1.40 -7.88 -0.03 0.087
```

HOMO-LUMO gap = 7.857 eV
HOMO level = -7.42 eV
Structure (SMILES) = CCCCNc1c(CCOCC)c2c(c(C[C@H](C)Br)c1B(O)N(C)C)N(O)c1cc(N=C(C)C)c(/C(Br)=C(/C)Br)cc1S2.COCCOC.COCCOC

C4H6NO3 | the ωB97M-V functional and the def2-TZVPD basis

Geometry as XYZ:
```
14
Properties=species:S:1:pos:R:3:nbo_charge:R:1
C -0.33 1.49 -0.34 0.341
N -1.32 0.69 0.63 -0.457
C 0.82 -0.08 1.43 -0.647
C -0.13 0.10 0.27 0.056
C 0.02 -0.98 -0.99 0.439
O -1.25 -1.16 -1.55 -0.751
O 0.57 -2.03 -0.49 -0.731
O 0.45 2.43 -0.15 -0.603
H -0.79 1.44 -1.34 0.118
H -1.92 -0.91 -0.94 0.474
H 1.77 0.39 1.22 0.218
H 0.40 0.27 2.37 0.209
H 0.99 -1.14 1.57 0.243
H 0.73 -0.50 -1.69 0.091
```

Net charge = -1
HOMO-LUMO gap = 6.610 eV
HOMO level = -3.82 eV
Energy above the lowest of the compared OMol25 structures with the same formula, charge and spin = 144.31 kcal/mol

C23H41N2O7 | the ωB97M-V functional and the def2-TZVPD basis

Geometry as XYZ:
```
73
Properties=species:S:1:pos:R:3:lowdin_spin:R:1
C -2.48 4.24 4.69 0.000
C -1.37 4.30 3.48 0.000
O -1.45 3.33 2.54 0.000
O -0.33 5.33 3.28 0.000
C 0.06 5.98 4.54 0.000
O -0.30 7.28 4.68 0.000
C 0.90 5.30 5.78 0.000
C 1.31 3.73 5.56 0.000
O 0.71 2.84 6.40 0.000
O 2.29 3.20 4.59 0.000
H -3.50 4.78 4.43 0.000
H -2.12 4.70 5.71 0.000
H -2.73 3.09 4.86 0.000
H 0.21 5.39 6.74 0.000
H 1.86 5.94 5.99 0.000
C 0.57 2.33 0.03 0.001
C 0.96 3.06 -1.28 0.021
C -0.21 2.99 -2.30 0.013
C -0.39 1.62 -2.94 0.001
C 0.92 1.12 -3.54 0.012
C 2.10 1.15 -2.53 0.022
N 2.23 2.47 -1.83 0.312
O 2.77 3.39 -2.75 0.611
C 1.92 0.01 -1.49 0.001
C 3.41 0.75 -3.28 -0.001
C 1.12 4.56 -0.85 -0.001
H 0.22 3.02 0.81 0.000
H -0.24 1.61 -0.11 0.000
H 1.42 1.81 0.48 0.001
H -0.05 3.72 -3.11 0.003
H -1.15 3.28 -1.82 0.001
H -0.77 0.90 -2.20 0.000
H -1.15 1.67 -3.73 0.001
H 0.78 0.10 -3.92 0.001
H 1.16 1.74 -4.42 0.003
H 2.69 0.06 -0.72 0.001
H 2.00 -0.97 -1.97 0.000
H 0.95 0.02 -1.00 0.000
H 3.62 1.40 -4.14 -0.001
H 3.34 -0.27 -3.68 0.000
H 4.28 0.78 -2.61 0.000
H 1.94 4.67 -0.12 0.000
H 0.20 4.92 -0.37 0.000
H 1.31 5.23 -1.69 -0.001
C -1.17 -3.13 -2.30 0.001
C -1.76 -3.33 -0.87 0.021
C -0.80 -2.74 0.20 0.013
C 0.45 -3.58 0.43 0.001
C 0.09 -5.03 0.73 0.012
C -0.84 -5.65 -0.34 0.022
N -2.03 -4.79 -0.65 0.303
O -2.92 -4.90 0.44 0.620
C -0.02 -5.91 -1.64 0.001
C -1.24 -7.09 0.13 -0.001
C -3.06 -2.47 -0.88 -0.001
H -1.60 -2.25 -2.80 0.000
H -0.09 -2.97 -2.28 0.000
H -1.39 -3.97 -2.95 0.001
H -1.33 -2.64 1.16 0.002
H -0.50 -1.72 -0.09 0.001
H 1.12 -3.52 -0.44 0.000
H 1.02 -3.16 1.27 0.001
H 1.02 -5.61 0.81 0.001
H -0.38 -5.07 1.72 0.003
H -0.67 -6.28 -2.44 0.001
H 0.75 -6.68 -1.47 0.000
H 0.51 -5.04 -2.00 0.000
H -1.73 -7.09 1.11 -0.001
H -0.36 -7.73 0.22 0.000
H -1.92 -7.56 -0.59 0.000
H -3.78 -2.84 -1.62 0.000
H -2.83 -1.42 -1.14 0.000
H -3.56 -2.43 0.10 -0.001
```

Net charge = -1
Spin multiplicity = 3
HOMO-LUMO gap (spin up / spin down) = 6.741 / 5.741 eV
Expectation value of S² = 2.010
HOMO level (spin up / spin down) = -4.62 / -4.62 eV

C21H33N3O2 | the ωB97M-V functional and the def2-TZVPD basis

Geometry as XYZ:
```
59
Properties=species:S:1:pos:R:3:nbo_charge:R:1
C -2.13 3.38 1.49 -0.618
H -3.02 3.06 0.95 0.197
C -1.06 3.88 0.54 -0.215
N -0.69 2.91 -0.47 -0.647
C 0.28 1.98 -0.19 0.797
O 0.90 2.00 0.85 -0.679
N 0.53 1.05 -1.18 -0.462
C -0.01 1.17 -2.51 -0.226
H 0.23 0.26 -3.06 0.216
H -1.10 1.26 -2.50 0.195
C 0.57 2.37 -3.29 -0.077
O -0.14 2.46 -4.51 -0.542
C 0.31 3.52 -5.32 -0.243
H 0.19 4.49 -4.82 0.165
H 1.36 3.39 -5.59 0.165
H -0.30 3.50 -6.22 0.195
H 0.45 3.29 -2.71 0.175
H 1.64 2.22 -3.48 0.162
C 1.70 0.20 -1.01 -0.237
H 2.45 0.47 -1.76 0.180
H 2.08 0.41 -0.01 0.268
C 1.38 -1.29 -1.11 -0.212
C 2.66 -2.12 -1.27 -0.398
C 3.46 -2.10 0.03 -0.404
C 2.58 -2.55 1.19 -0.210
N 1.44 -1.67 1.30 -0.457
C 0.74 -1.75 2.57 -0.009
C -0.13 -3.02 2.75 -0.455
C -1.51 -2.57 2.37 -0.052
C -2.61 -3.33 2.05 -0.198
C -3.80 -2.69 1.72 -0.220
C -3.87 -1.31 1.71 -0.217
C -2.76 -0.54 2.03 -0.234
C -1.58 -1.18 2.35 0.067
C -0.25 -0.58 2.73 -0.473
H -0.27 -0.25 3.77 0.220
H 0.05 0.27 2.11 0.257
H -2.82 0.54 2.02 0.207
H -4.80 -0.82 1.45 0.208
H -4.67 -3.28 1.47 0.209
H -2.56 -4.41 2.06 0.208
H -0.12 -3.34 3.80 0.220
H 0.22 -3.86 2.15 0.214
H 1.52 -1.70 3.34 0.202
C 0.60 -1.76 0.12 -0.235
H -0.27 -1.13 0.25 0.222
H 0.25 -2.80 -0.06 0.169
H 3.15 -2.50 2.12 0.202
H 2.29 -3.60 1.03 0.153
H 3.83 -1.10 0.22 0.205
H 4.32 -2.77 -0.06 0.207
H 3.26 -1.74 -2.09 0.205
H 2.38 -3.15 -1.50 0.201
H 0.75 -1.46 -1.99 0.199
H -1.39 2.70 -1.16 0.387
H -0.15 4.12 1.10 0.228
H -1.41 4.78 0.02 0.188
H -2.41 4.16 2.19 0.212
H -1.74 2.53 2.06 0.215
```

HOMO-LUMO gap = 8.938 eV
HOMO level = -8.15 eV
Structure (SMILES) = CCNC(=O)N(CCOC)C[C@H]1CCCN(C2Cc3ccccc3C2)C1
Energy above the lowest of the compared OMol25 structures with the same formula, charge and spin = 25.41 kcal/mol

| no. | total energy (eV) |
| --- | --- |
| 1 | -221316.1484 |
| 2 | -283409.4948 |
| 3 | -11874.2110 |
| 4 | -41821.1401 |
| 5 | -30878.7239 |